[1]
The following is a DFT calculation (wB97M-V/def2-TZVPD) of a structure of composition C51H104FGaNO19S.

ORCA input file:
```
! wB97M-V def2-TZVPD RIJCOSX def2/J DEFGRID3
* xyz -1 1
C -1.9187 6.7568 -6.7800
C -2.9165 6.0770 -7.7091
C -2.5796 4.6197 -8.0737
C -1.1048 4.3267 -8.3810
C -0.5178 3.0806 -7.6926
C -0.7231 2.9615 -6.1910
C 0.2263 3.8428 -5.3361
C 0.9220 3.0029 -4.2638
C -0.0301 2.4508 -3.1858
C 0.0357 3.2065 -1.8581
Ga -0.3232 2.0648 -0.2231
S 0.5382 -0.0921 -0.3460
C -2.3569 1.8154 -0.0468
C -2.9976 0.9495 -1.1256
F -3.0124 3.0823 0.0110
N 0.2684 2.9750 1.4250
C -0.1170 2.1093 2.6008
C 1.6490 3.1302 1.3948
C 2.2300 3.9765 2.5241
O 2.3956 2.6881 0.5166
H -1.5162 6.0822 -6.0289
H -2.3530 7.6413 -6.3182
H -1.0607 7.1172 -7.3494
H -3.8825 6.0567 -7.1961
H -3.0870 6.6649 -8.6120
H -2.9829 3.9682 -7.3015
H -3.1472 4.3919 -8.9784
H -0.4539 5.1700 -8.1715
H -1.0233 4.1396 -9.4549
H -0.8548 2.1868 -8.2212
H 0.5653 3.1229 -7.8431
H -1.7561 3.1360 -5.8884
H -0.5095 1.9262 -5.9213
H -0.3536 4.6094 -4.8159
H 0.9578 4.3247 -5.9762
H 1.4602 2.1959 -4.7551
H 1.6480 3.6422 -3.7566
H -1.0511 2.4292 -3.5787
H 0.2326 1.4082 -3.0331
H 1.0427 3.6054 -1.7395
H -0.6960 4.0172 -1.8642
H -0.5196 -0.8734 -0.0851
H -2.5298 1.3502 0.9260
H -2.3059 0.2223 -1.5411
H -3.4287 1.5973 -1.8882
H -3.8395 0.3903 -0.6991
H 0.7669 1.7644 3.1394
H -0.6380 1.2153 2.2729
H -0.7343 2.6849 3.2834
H 3.3057 4.0691 2.4316
H 1.7377 4.9471 2.4787
H 1.9404 3.5462 3.4809
O 0.8778 -0.6427 -4.5322
C 1.2627 -1.7648 -4.3767
O 1.1643 -2.6313 -5.4132
C 1.7525 -3.9356 -5.3652
C 0.8257 -4.9362 -4.7041
C 1.7634 -2.2563 -3.0380
H 2.7290 -3.8996 -4.8917
H 1.9164 -4.2175 -6.4056
H 0.6270 -4.6704 -3.6662
H 1.2579 -5.9330 -4.7231
H -0.1333 -4.9537 -5.2256
H 0.9061 -2.5373 -2.4292
H 2.2757 -1.4366 -2.5434
H 2.4570 -3.0940 -3.0994
O 3.5670 -5.8715 -3.8847
C 4.6621 -5.7287 -3.4049
O 4.7616 -5.4840 -2.0930
C 6.0146 -5.4495 -1.3925
C 6.6683 -4.0877 -1.4832
C 5.9092 -5.7316 -4.2598
H 6.6710 -6.2475 -1.7317
H 5.7661 -5.6718 -0.3574
H 6.9177 -3.8278 -2.5126
H 7.5841 -4.0736 -0.8936
H 5.9916 -3.3196 -1.1077
H 6.0430 -4.7349 -4.6786
H 5.7585 -6.4361 -5.0742
H 6.8133 -6.0200 -3.7293
O -2.6231 1.8803 4.6250
C -2.2613 1.6319 5.7389
O -1.5178 0.5247 5.9490
C -0.9054 0.2229 7.2030
C -1.8630 -0.5029 8.1246
C -2.6725 2.4833 6.9214
H -0.4887 1.1190 7.6636
H -0.0632 -0.4242 6.9634
H -2.7280 0.1140 8.3705
H -1.3660 -0.7795 9.0553
H -2.2375 -1.4058 7.6398
H -3.6576 2.1599 7.2555
H -2.7382 3.5143 6.5835
H -1.9826 2.4508 7.7616
O 0.6536 0.4364 10.9066
C 0.4681 -0.4302 11.7161
O -0.7781 -0.8973 11.9037
C -1.0812 -2.0482 12.6998
C -1.2256 -1.7222 14.1679
C 1.5961 -0.9494 12.5801
H -0.3495 -2.8385 12.5214
H -2.0346 -2.4062 12.3153
H -0.2943 -1.3437 14.5932
H -1.5253 -2.6106 14.7193
H -1.9867 -0.9565 14.3094
H 1.7169 -0.2816 13.4318
H 2.5073 -0.9327 11.9879
H 1.4532 -1.9654 12.9399
O -3.9580 -3.1402 14.1919
C -4.4953 -4.0087 13.5589
O -4.3616 -5.2837 13.9699
C -5.0871 -6.3709 13.3886
C -4.3992 -6.9194 12.1559
C -5.2443 -3.7112 12.2800
H -6.1202 -6.0820 13.1913
H -5.1167 -7.1321 14.1663
H -4.3400 -6.1746 11.3623
H -4.9397 -7.7851 11.7730
H -3.3808 -7.2222 12.3985
H -4.5285 -3.6645 11.4598
H -5.7173 -2.7384 12.3851
H -6.0187 -4.4333 12.0345
O -4.0709 -5.8016 -3.1156
C -4.0633 -4.6087 -3.2715
O -3.4232 -4.0966 -4.3343
C -3.5153 -2.7125 -4.7048
C -2.5395 -1.8445 -3.9437
C -4.6942 -3.6728 -2.2644
H -4.5436 -2.3604 -4.6041
H -3.2805 -2.6934 -5.7677
H -2.7445 -1.8487 -2.8730
H -2.5953 -0.8146 -4.2963
H -1.5205 -2.2033 -4.0847
H -3.9776 -3.4905 -1.4648
H -5.5682 -4.1667 -1.8468
H -5.0134 -2.7192 -2.6760
O 1.6087 6.0370 -7.2942
C 2.2946 6.5828 -8.1091
O 2.0950 7.8982 -8.3527
C 2.9561 8.6744 -9.1815
C 2.5853 8.5646 -10.6467
C 3.3142 5.8205 -8.9254
H 4.0016 8.4186 -9.0008
H 2.8205 9.7004 -8.8423
H 2.6959 7.5440 -11.0135
H 3.2178 9.2172 -11.2500
H 1.5444 8.8536 -10.7911
H 2.8038 5.3585 -9.7700
H 3.7273 5.0365 -8.2960
H 4.1409 6.4244 -9.2929
O -6.0881 7.0548 -5.1130
C -5.5765 6.6793 -4.0890
O -4.8731 5.5405 -4.0870
C -4.1128 5.0958 -2.9426
C -4.9745 4.3360 -1.9610
C -5.7803 7.4387 -2.7942
H -3.5986 5.9381 -2.4807
H -3.3400 4.4445 -3.3474
H -5.7750 4.9654 -1.5652
H -4.3770 3.9710 -1.1200
H -5.4460 3.4864 -2.4581
H -6.7233 7.1211 -2.3523
H -5.8436 8.4978 -3.0326
H -4.9854 7.3069 -2.0663
O 8.8838 -6.5447 -0.3839
C 8.6209 -7.3644 0.4539
O 7.3452 -7.7769 0.5715
C 6.9398 -8.8566 1.4176
C 6.6948 -8.4004 2.8406
C 9.6631 -7.8799 1.4191
H 7.6559 -9.6779 1.3625
H 6.0113 -9.2184 0.9797
H 7.6044 -8.0161 3.3030
H 6.3257 -9.2286 3.4457
H 5.9556 -7.6000 2.8554
H 9.7468 -7.1759 2.2460
H 10.6152 -7.9203 0.8965
H 9.4566 -8.8715 1.8140
*
```

The value obtained for the highest occupied orbital energy is -4.42 eV. The value obtained for the maximum force is 0.0362 hartree/bohr. For the energy above the lowest of the compared OMol25 structures with the same formula, charge and spin, the calculation gives 43.7 kJ/mol. For the total energy, the calculation gives -160897.756 eV. The HOMO-LUMO gap comes out at 0.2120 Ha. The LUMO energy is 1.348 eV.

Results of the Löwdin charge analysis, in e, for atoms 1 through 6: C -0.10; C -0.25; C -0.20; C -0.20; C -0.20; C -0.20

[2]
The following is a DFT calculation (wB97M-V/def2-TZVPD) of a cluster of 6 separate species, C12H24Br12 in total.

ORCA input file:
```
! wB97M-V def2-TZVPD RIJCOSX def2/J DEFGRID3
* xyz 0 1
Br -1.3482 3.6482 -8.2782
C -1.1897 2.4757 -6.6324
C 0.2911 2.3338 -6.4653
Br 0.8352 1.3934 -4.8124
H -1.6982 1.5514 -6.9069
H -1.6724 2.8728 -5.7394
H 0.5570 3.3849 -6.3529
H 0.5684 1.7973 -7.3728
Br -2.9249 6.5598 -1.4422
C -3.3426 7.3532 0.2811
C -4.7316 8.1825 0.3846
Br -4.8483 8.9393 2.1938
H -2.5321 8.0501 0.4945
H -3.2916 6.5043 0.9630
H -5.5456 7.5090 0.1164
H -4.7164 9.0613 -0.2601
Br 5.8841 -5.9727 4.4695
C 7.6012 -5.7313 3.3063
C 7.8731 -4.2705 3.4979
Br 9.3952 -3.7409 2.3820
H 7.3159 -5.9922 2.2872
H 8.3769 -6.3416 3.7686
H 8.2587 -4.0554 4.4945
H 7.0282 -3.6204 3.2708
Br 0.1863 -8.5898 2.9156
C 0.3738 -6.6608 3.1189
C -1.0465 -6.0144 3.0795
Br -1.9545 -6.6207 4.7204
H 1.0539 -6.3197 2.3384
H 0.8373 -6.4892 4.0904
H -1.6922 -6.2933 2.2468
H -1.0717 -4.9353 3.2309
Br -3.2353 -1.1843 -3.1901
C -4.5571 0.2507 -2.5961
C -4.1983 0.8741 -1.2202
Br -5.6672 2.1425 -0.5681
H -5.5223 -0.2556 -2.5999
H -4.5644 0.9645 -3.4198
H -3.2188 1.3287 -1.3684
H -3.9214 0.1634 -0.4415
Br 2.5054 -1.5252 1.8009
C 1.3311 0.0704 1.1737
C 1.8149 1.4031 1.7943
Br 0.3299 2.7782 1.5441
H 0.3275 -0.1554 1.5341
H 1.1674 0.1118 0.0969
H 2.6568 1.7519 1.1963
H 1.9224 1.3126 2.8752
*
```

Its structure (SMILES) is BrCCBr.BrCCBr.BrCCBr.BrCCBr.BrCCBr.BrCCBr. The value obtained for the highest occupied orbital energy is -9.89 eV. The value obtained for the maximum force is 0.0466 hartree/bohr. For the energy above the lowest of the compared OMol25 structures with the same formula, charge and spin, the calculation gives 231.2 kJ/mol. For the total energy, the calculation gives -853341.960 eV. The HOMO-LUMO gap comes out at 0.3583 Ha. The LUMO energy is -0.142 eV.

Results of the Löwdin charge analysis, in e, for atoms 1 through 6: Br 0.58; C -0.63; C -0.73; Br 0.58; H 0.06; H 0.06

[3]
The following is a DFT calculation (wB97M-V/def2-TZVPD) of the molecule C5H6N2O3S.

ORCA input file:
```
! wB97M-V def2-TZVPD RIJCOSX def2/J DEFGRID3
* xyz 0 1
O 0.4693 -2.6723 0.1191
C 0.7958 -1.5218 0.1446
N 2.0663 -1.2146 0.1257
C 2.6990 0.0896 0.2233
S 4.2526 0.4143 0.2447
C 1.7056 1.1506 0.0743
C 0.4011 0.9030 -0.1233
N -0.1444 -0.3643 -0.0477
C -1.6507 -0.2082 -0.1790
O -2.0906 0.4559 0.9577
O -1.7699 0.5343 -1.2978
H 2.5722 -2.0601 0.3450
H 1.9982 2.1596 0.0917
H -0.1731 1.7812 -0.3168
H -2.1750 -1.2113 -0.1041
H -1.5532 1.2865 1.0210
H -2.7338 0.8826 -1.2519
*
```

Its structure (SMILES) is O=c1[nH]c(=S)ccn1C(O)O. The value obtained for the highest occupied orbital energy is -8.76 eV. The value obtained for the maximum force is 0.0966 hartree/bohr. For the energy above the lowest of the compared OMol25 structures with the same formula, charge and spin, the calculation gives 142.1 kJ/mol. For the total energy, the calculation gives -25239.355 eV. The HOMO-LUMO gap comes out at 0.3145 Ha. The LUMO energy is -0.206 eV.

Results of the Löwdin charge analysis, in e, for atoms 1 through 6: O 0.10; C -0.47; N 0.13; C -0.82; S 0.73; C -0.11

[4]
The following is a DFT calculation (wB97M-V/def2-TZVPD) of a cluster of 2 separate species, C3H9N2O2 in total.

ORCA input file:
```
! wB97M-V def2-TZVPD RIJCOSX def2/J DEFGRID3
* xyz 1 1
C -1.3387 -0.0324 -1.1560
C -1.6003 0.0548 0.4012
C 0.5350 -0.7007 -0.0700
N 0.1242 -0.3128 -1.2412
N -0.4028 -0.6196 0.8842
O 1.7723 -1.1245 0.1417
O 1.9815 1.4090 0.6707
H -1.8595 -0.8376 -1.6170
H -1.5199 1.0177 -1.5230
H -1.9474 0.9728 0.9067
H -2.3956 -0.7092 0.5277
H 0.4008 -0.8451 -2.0268
H -0.2808 -0.5951 1.8663
H 2.2439 2.0133 1.3852
H 2.1003 -1.4502 0.9854
H 2.1869 1.7596 -0.1351
*
```

The value obtained for the highest occupied orbital energy is -14.66 eV. The value obtained for the maximum force is 0.0856 hartree/bohr. For the energy above the lowest of the compared OMol25 structures with the same formula, charge and spin, the calculation gives 140.0 kJ/mol. For the total energy, the calculation gives -10325.401 eV. The HOMO-LUMO gap comes out at 0.4269 Ha. The LUMO energy is -3.039 eV.

Results of the Löwdin charge analysis, in e, for atoms 1 through 6: C -0.05; C -0.09; C -0.41; N 0.15; N 0.13; O 0.18

[5]
The following is a DFT calculation (wB97M-V/def2-TZVPD) of a structure of composition C34H80CdF6NO21S2Zn.

ORCA input file:
```
! wB97M-V def2-TZVPD RIJCOSX def2/J DEFGRID3
* xyz 1 1
Zn 3.1364 3.7008 2.4397
Cd -4.4044 -5.1340 -1.0580
C -1.4967 0.3107 -0.0458
C -1.7725 -1.0770 -0.4264
C -0.5968 -2.1218 -0.1487
O -0.9198 -3.2633 -0.3565
C 0.5864 -1.6980 0.4189
C 0.8406 -0.3886 0.7019
C -0.2921 0.6631 0.4803
O -0.1249 1.9224 0.8164
O 2.0860 -0.0542 0.9956
O -2.8949 -1.5520 -0.6938
H -2.1580 1.1455 -0.2254
H 1.3622 -2.4436 0.5117
C 3.8144 9.6864 2.1947
F 4.4821 9.2565 1.2190
F 4.5355 9.6977 3.3219
F 3.5558 10.9521 1.7722
S 2.1418 8.7012 2.4684
O 1.1698 9.6269 3.0297
O 1.8295 8.2994 1.1371
N 2.6063 7.2054 3.3901
S 2.4037 7.7299 4.8408
O 3.0915 6.8293 5.7990
O 2.7252 9.1340 5.0435
C 0.5201 7.4496 5.3005
F 0.1078 6.5984 4.4646
F 0.4384 7.0465 6.5807
F -0.1342 8.5965 5.2935
C 2.9615 -6.2522 5.2735
C 2.2927 -6.9682 4.1340
O 0.9385 -6.8308 4.3409
H 2.6555 -6.7192 6.2097
H 2.8646 -5.1678 5.2209
H 3.9926 -6.6021 5.2233
H 2.4563 -8.0434 4.2067
H 2.6606 -6.7295 3.1361
H 0.5560 -7.1646 5.1556
C 1.0469 2.3684 -5.6422
C 0.5252 3.7920 -5.6845
O 0.8834 4.4184 -4.4295
H 0.6958 1.7516 -4.8149
H 2.1225 2.2260 -5.7468
H 0.6922 1.8616 -6.5396
H -0.5414 3.9235 -5.8666
H 1.0921 4.3782 -6.4078
H 0.2161 4.0882 -3.8234
C -2.9011 -10.7562 0.8126
C -2.7883 -9.9486 -0.4918
O -3.8269 -8.9745 -0.6838
H -1.9087 -11.2058 0.7798
H -3.6751 -11.5180 0.9058
H -3.0926 -10.1493 1.6975
H -2.7538 -10.6334 -1.3391
H -1.8571 -9.3824 -0.5103
H -4.6143 -9.5229 -0.6549
C -5.8619 3.8546 -4.9540
C -7.4325 3.7994 -4.6525
O -7.9654 5.0270 -5.1484
H -5.4810 4.6439 -4.3059
H -5.5458 4.0031 -5.9865
H -5.3766 2.9343 -4.6288
H -7.5630 3.5446 -3.6007
H -8.0646 3.1068 -5.2083
H -7.9367 5.0684 -6.1071
C 9.1232 -2.9806 1.3811
C 7.7666 -3.8073 1.1913
O 7.9260 -5.1944 0.9257
H 8.9078 -1.9330 1.5915
H 9.7849 -3.0011 0.5151
H 9.7572 -3.3027 2.2072
H 7.0822 -3.4673 0.4140
H 7.1749 -3.7516 2.1050
H 8.3621 -5.5901 1.6838
C -3.7446 7.8509 0.8465
C -3.6060 9.3794 0.6230
O -4.9250 9.8034 0.2799
H -2.8429 7.4239 1.2854
H -3.9339 7.3238 -0.0886
H -4.5845 7.6149 1.4999
H -2.8831 9.7219 -0.1174
H -3.4049 9.9323 1.5406
H -5.2291 9.5305 -0.5888
C -4.2959 -3.0064 -6.3733
C -4.2208 -4.4923 -6.1010
O -3.6903 -4.6716 -4.7353
H -4.7250 -2.4654 -5.5300
H -4.9700 -2.7178 -7.1798
H -3.3447 -2.4913 -6.5083
H -3.6454 -4.9949 -6.8784
H -5.2453 -4.8579 -6.0315
H -2.7891 -4.9886 -4.8298
C -9.7882 -4.3154 -3.9733
C -9.0652 -4.0512 -2.6599
O -8.0795 -5.0378 -2.3477
H -10.5762 -5.0354 -3.7527
H -9.2207 -4.7161 -4.8132
H -10.4002 -3.4309 -4.1499
H -9.8315 -3.9910 -1.8870
H -8.6099 -3.0609 -2.6496
H -8.5383 -5.8810 -2.3609
C 6.3345 3.3472 -2.2397
C 5.7816 4.6984 -1.5970
O 4.6240 4.4128 -0.9189
H 6.2867 2.5286 -1.5216
H 7.3432 3.3588 -2.6527
H 5.7905 3.1197 -3.1564
H 5.5457 5.5413 -2.2467
H 6.5404 5.2212 -1.0148
H 3.9052 4.8421 -1.3887
C 2.5991 -4.9026 -5.7210
C 2.5316 -6.2189 -4.8625
O 1.2071 -6.3945 -4.2253
H 3.5421 -4.7125 -6.2336
H 2.4819 -4.1370 -4.9541
H 1.7926 -5.0942 -6.4288
H 3.2423 -6.1689 -4.0376
H 2.8242 -7.1493 -5.3491
H 1.2301 -6.0648 -3.3240
C -4.4897 -3.0003 3.9811
C -5.6961 -3.4267 3.0978
O -5.3248 -4.5959 2.4136
H -4.1933 -3.7661 4.6979
H -4.7416 -2.1544 4.6207
H -3.6047 -2.7425 3.3994
H -6.0764 -2.6601 2.4226
H -6.5709 -3.6271 3.7164
H -5.8146 -5.2865 2.8659
C 1.0221 -0.4637 6.4834
C 0.9637 1.0586 6.4315
O 2.1338 1.6249 5.7309
H 0.3408 -1.0147 7.1317
H 1.8755 -0.7737 7.0865
H 1.0697 -0.8926 5.4825
H 0.9743 1.4263 7.4575
H 0.0588 1.3469 5.8966
H 2.8690 1.3737 6.2948
C 9.2079 4.6112 2.6521
C 7.9303 4.8259 3.5545
O 6.9446 3.7857 3.4437
H 8.9559 4.1452 1.6995
H 9.9511 4.0522 3.2207
H 9.8025 5.5113 2.4958
H 7.5570 5.7920 3.2148
H 8.3923 5.0377 4.5187
H 7.0607 3.1975 4.1934
*
```

The value obtained for the highest occupied orbital energy is -9.99 eV. The value obtained for the maximum force is 0.1271 hartree/bohr. For the total energy, the calculation gives -171970.018 eV. The HOMO-LUMO gap comes out at 0.0436 Ha. The LUMO energy is -8.805 eV.

Results of the Löwdin charge analysis, in e, for atoms 1 through 6: Zn 0.97; Cd 0.94; C 0.18; C -0.24; C -0.34; O 0.12

[6]
The following is a DFT calculation (wB97M-V/def2-TZVPD) of the molecule C5H8N4O2S.

ORCA input file:
```
! wB97M-V def2-TZVPD RIJCOSX def2/J DEFGRID3
* xyz 0 1
H -2.1555 -0.6372 0.6296
N -1.5216 -0.7172 -0.2829
C -0.4242 -0.1082 -0.3404
N 0.3041 0.3193 -1.8615
S -0.4272 -0.6206 -2.8693
N -0.0001 -2.1922 -2.4544
O -0.0833 -0.3408 -4.2130
O -1.9137 -0.5609 -2.7512
N 0.3217 0.5936 0.5541
C 1.4612 1.2824 0.3100
C 1.7374 2.0212 1.4205
C 0.7092 1.8214 2.3930
C -0.1580 0.9301 1.8015
H 0.9134 -2.3128 -2.0340
H 0.1090 -2.6545 -3.3331
H -2.0398 -0.5621 -1.6947
H 1.8072 1.2231 -0.6184
H 2.4059 2.7683 1.4932
H 0.6217 2.4600 3.3023
H -1.0707 0.6225 2.1749
*
```

Its structure (SMILES) is [H]/N=C(/N=[S@](N)(=O)O)n1cccc1. The value obtained for the highest occupied orbital energy is -8.99 eV. The value obtained for the maximum force is 0.1062 hartree/bohr. For the energy above the lowest of the compared OMol25 structures with the same formula, charge and spin, the calculation gives 424.3 kJ/mol. For the total energy, the calculation gives -26201.741 eV. The HOMO-LUMO gap comes out at 0.3412 Ha. The LUMO energy is 0.294 eV.

Results of the Löwdin charge analysis, in e, for atoms 1 through 6: H 0.16; N 0.10; C -0.30; N -0.13; S 0.51; N -0.07